Entry 1:
This record from OMol25 describes a molecular structure, C3H2NaO3. The level of theory is ωB97M-V/def2-TZVPD.

XYZ file:
```
9
Properties=species:S:1:pos:R:3:forces:R:3
O 1.0708 0.9610 -0.2832 -0.6 0.5 0.1
C 2.0227 0.2609 0.6219 0.5 -0.3 0.3
C 1.2424 -0.7458 1.0574 0.2 0.1 0.2
O -0.0748 -0.6808 0.4943 -0.7 0.2 0.5
C -0.0638 0.3873 -0.2090 1.6 -1.3 -0.3
O -1.0897 0.6643 -0.9472 -0.9 0.5 -0.8
Na -3.6620 -0.4005 -0.7304 -0.1 0.0 0.0
H 1.3745 -1.5445 1.7772 0.0 0.3 -0.3
H -0.8200 1.0979 -1.7810 -0.1 0.1 0.4
```
Positions in Å, forces in eV/Å.

The value obtained for the HOMO energy (alpha / beta) is -4.833 / -8.952 eV. Its spin multiplicity is 2. The energy relative to the best compared isomer or geometry (same formula, charge and spin) comes out at 298.8 kJ/mol.

Entry 2:
This record from OMol25 describes a single C20H20N4O3 molecule. The level of theory is ωB97M-V/def2-TZVPD.

XYZ file:
```
47
Properties=species:S:1:pos:R:3:forces:R:3
O -1.0807 -2.7218 0.7700 -0.1 -0.2 0.0
C -0.4373 -1.6962 0.8348 0.2 0.2 0.6
N 0.0562 -0.9774 -0.1902 0.3 0.4 -0.4
C -0.0912 -1.1974 -1.5701 -0.1 -0.2 -0.3
C -1.1018 -2.0030 -2.0721 -0.1 -0.1 0.0
C -1.3024 -2.1099 -3.4369 0.1 0.1 -0.1
C -0.5020 -1.3883 -4.3027 -0.1 -0.1 0.0
C 0.5254 -0.6022 -3.8132 0.1 0.1 0.1
C 0.7812 -0.5142 -2.4452 -0.3 -0.2 -0.1
N 1.8099 0.2662 -1.9230 0.0 0.2 0.1
C 2.7554 -0.3218 -0.9766 0.5 0.0 0.1
C 4.1853 -0.1790 -1.4974 -0.1 -0.3 0.0
O 4.5607 1.1763 -1.6456 0.1 0.0 0.0
C 3.4639 2.0222 -1.9387 -0.2 0.2 -0.2
H 3.0144 2.3968 -1.0083 0.0 0.0 -0.1
C 2.4026 1.2947 -2.7562 0.1 0.2 0.0
H 2.8845 0.8915 -3.6604 -0.1 0.0 0.0
H 1.6181 1.9923 -3.0624 0.1 0.0 -0.1
H 3.8709 2.8675 -2.4988 -0.1 0.0 0.0
H 4.8921 -0.6223 -0.7909 -0.1 0.0 -0.1
H 4.2843 -0.7042 -2.4602 0.0 0.0 0.1
H 2.5323 -1.3813 -0.8342 0.0 0.1 0.0
H 2.6934 0.1955 -0.0111 0.0 -0.2 0.0
H 1.1451 -0.0639 -4.5120 0.1 0.1 0.0
H -0.6645 -1.4442 -5.3688 0.0 0.0 -0.1
H -2.0935 -2.7380 -3.8156 -0.1 -0.1 0.0
H -1.7393 -2.5323 -1.3836 0.0 0.0 0.0
H 0.5830 -0.1396 0.0445 -0.1 -0.1 0.2
C -0.0837 -1.0506 2.1899 0.2 -0.4 -0.2
N -0.7665 0.2157 2.3741 0.4 0.4 -0.1
C -2.0392 0.2748 2.8945 -0.8 0.5 0.4
C -2.8206 -0.8624 3.1233 0.1 -0.1 0.0
C -4.0803 -0.7302 3.6633 0.0 0.1 0.0
C -4.5989 0.5231 3.9896 -0.1 0.0 0.0
C -3.8575 1.6532 3.7496 0.2 -0.2 -0.1
C -2.5763 1.5504 3.1922 -0.3 -1.0 0.1
N -1.8769 2.6930 2.9437 0.4 0.6 -0.2
C -0.7322 2.6041 2.3744 -0.2 0.4 0.2
C -0.0885 1.3566 1.9934 0.1 -0.6 0.0
O 0.9814 1.2788 1.3959 0.0 0.3 0.0
H -0.1944 3.5188 2.1643 0.2 0.0 -0.1
H -4.2316 2.6403 3.9688 0.0 0.1 0.0
H -5.5863 0.6000 4.4176 -0.1 0.0 0.0
H -4.6772 -1.6142 3.8288 0.0 -0.1 0.0
H -2.4623 -1.8404 2.8457 0.1 -0.1 0.0
H -0.3454 -1.7341 2.9979 0.0 0.1 -0.2
H 0.9905 -0.8429 2.2178 -0.2 0.0 0.1
```
Positions in Å, forces in eV/Å.

The SMILES is O=C(Cn1c(=O)cnc2ccccc21)Nc1ccccc1N1CCOCC1. The value obtained for the HOMO energy is -7.797 eV. The energy relative to the best compared isomer or geometry (same formula, charge and spin) comes out at 137.2 kJ/mol.

Entry 3:
This record from OMol25 describes a gas-phase ion, C10H13N2 (charge +1). The level of theory is ωB97M-V/def2-TZVPD.

XYZ file:
```
25
Properties=species:S:1:pos:R:3:forces:R:3
C 2.9887 1.0342 0.0655 1.0 0.9 -0.3
C 2.8028 -0.2615 -0.2694 1.6 -0.7 1.0
C 0.8036 0.8997 -0.1936 3.1 -6.2 -0.5
C -0.5769 0.7418 -0.1708 -1.1 0.1 0.4
C -0.8517 -0.6388 -0.5314 2.2 -2.3 -1.2
C -1.7945 -1.1329 -1.3260 -1.4 0.5 0.6
C -1.4263 1.6416 0.3011 -0.8 0.0 0.3
C 0.5273 -1.4692 -0.3226 -2.8 -2.7 -0.3
C -2.9124 1.4668 0.3588 1.4 4.5 -0.1
C 0.6873 -2.2212 1.0103 1.1 3.7 -0.8
N 1.7801 1.6936 0.0381 0.0 2.6 1.1
N 1.5062 -0.4888 -0.3319 -3.4 6.5 -1.4
H 3.8722 1.5819 0.2923 0.5 0.1 -0.1
H 3.5651 -1.0421 -0.3327 -0.4 0.4 0.0
H -1.9891 -2.1532 -1.6205 0.9 -0.3 0.1
H -2.6454 -0.5335 -1.6284 0.1 0.4 0.1
H -1.0530 2.6156 0.6255 -0.1 -0.2 -0.1
H 0.5267 -2.2312 -1.1445 0.5 0.9 0.4
H -3.3162 0.5112 0.2647 -0.5 -1.5 0.3
H -3.1352 2.0551 -0.5988 -0.6 -0.6 1.2
H -3.1990 2.1248 1.2499 -0.4 -1.3 -1.3
H -0.1487 -2.7635 1.1746 -2.2 -2.3 0.8
H 0.7793 -1.4122 1.7413 -0.3 -0.3 0.4
H 1.6322 -2.6880 0.9955 0.8 -1.2 0.1
H 1.5767 2.6698 0.3531 0.8 -1.1 -0.6
```
Positions in Å, forces in eV/Å.

As for the net charge: +1. The SMILES is C=C1/C(=C\C)c2[nH]cc[n+]2[C@H]1C. The value obtained for the HOMO energy is -12.241 eV. The energy relative to the best compared isomer or geometry (same formula, charge and spin) comes out at 300.2 kJ/mol.

Entry 4:
This record from OMol25 describes a molecular structure, C6H8N3O3. The level of theory is ωB97M-V/def2-TZVPD.

XYZ file:
```
20
Properties=species:S:1:pos:R:3:forces:R:3
C 1.2948 -0.9336 0.4243 -2.4 -0.6 0.3
C 2.4483 0.6846 -0.2807 1.9 1.5 -0.3
C -1.4922 2.0563 -0.0291 -0.3 0.6 1.8
C 0.5829 -2.2703 0.6917 0.1 1.0 -4.3
C -1.5527 -0.3254 -0.9183 0.4 2.7 -0.5
C -1.2182 0.5797 0.3027 1.3 -2.6 1.0
N 2.3992 -0.7409 -0.2121 0.1 1.1 0.1
N 1.4355 1.2854 0.4514 -0.3 -3.2 0.0
N 0.6382 0.1792 0.8296 -2.8 1.5 0.0
O -0.6465 2.9549 -0.1071 1.0 -0.4 -0.4
O 3.3516 1.3369 -0.7861 0.0 -0.3 -0.4
O -2.7207 2.1769 0.0005 -0.8 -0.4 -0.6
H 1.2905 -3.0621 0.4216 -0.2 -0.1 1.0
H -0.2237 -2.3688 -0.1673 1.6 0.0 1.8
H 0.0290 -2.2134 1.5830 -0.2 -0.6 1.4
H -2.5401 -0.7303 -0.9559 -1.1 0.5 0.2
H -1.3194 0.2386 -1.8712 -0.5 -0.5 1.0
H -0.9875 -1.1836 -0.9699 1.6 -1.6 0.0
H -1.6189 0.2212 1.3171 0.4 0.8 -1.8
H 0.8499 2.1146 0.2758 0.3 0.3 -0.5
```
Positions in Å, forces in eV/Å.

As for the net charge: -1. The value obtained for the HOMO energy is -4.616 eV. The energy relative to the best compared isomer or geometry (same formula, charge and spin) comes out at 227.0 kJ/mol.

Entry 5:
This record from OMol25 describes a molecular structure, C10H12ClNO4. The level of theory is ωB97M-V/def2-TZVPD.

XYZ file:
```
28
Properties=species:S:1:pos:R:3:forces:R:3
N -4.7240 2.9984 -0.5187 -1.1 3.5 2.7
C -3.4405 3.2156 -0.4205 -0.9 -8.4 -2.2
O -2.9533 4.1565 -0.0964 5.4 8.9 2.9
O -2.7385 1.9802 -0.7062 1.6 1.4 -0.5
C -1.1865 2.0510 -0.6127 -7.5 -11.7 4.8
H -0.7871 2.8521 -0.7599 4.4 9.2 -2.6
H -0.8119 1.0659 -0.9231 -0.3 0.9 -2.0
C -0.9702 1.6478 0.8580 -2.3 1.9 3.0
O -1.4908 0.3909 1.3299 0.2 1.0 -1.1
H -2.3875 0.3947 1.0451 -1.5 -0.4 -0.3
C 0.4279 1.5049 1.1917 -0.2 13.0 -14.4
O 1.3086 1.0197 0.0313 -5.9 17.4 1.7
C 1.6730 -0.0448 -0.0123 -2.9 -18.2 7.7
C 0.9104 -1.2167 0.9136 3.3 2.8 -3.2
C 1.3677 -2.4806 0.5868 -7.1 -1.9 9.7
C 2.2721 -2.9096 -0.1654 6.4 1.8 -7.5
C 2.8519 -1.7739 -1.0482 -0.2 -10.1 2.1
C 2.4799 -0.5784 -0.8577 2.9 5.8 -6.0
H 2.6977 0.2103 -1.6584 0.6 -1.0 0.8
H 3.4160 -2.2546 -1.8043 0.8 0.7 -1.0
Cl 2.6805 -4.5449 -0.6019 -0.1 0.3 0.4
H 0.8975 -3.4277 1.4853 1.1 2.7 -2.9
H 0.1936 -0.9990 1.6932 0.2 -0.1 -0.3
H 0.8474 2.6203 1.4380 -0.7 -2.4 -1.1
H 0.6621 1.0976 1.8891 4.4 -9.6 14.5
H -1.4908 2.5323 1.5612 1.6 -2.1 -1.6
H -4.9254 2.2698 -0.9958 -2.1 -6.3 -3.8
H -5.3902 3.7257 -0.6056 0.0 0.9 0.2
```
Positions in Å, forces in eV/Å.

The value obtained for the HOMO energy is -7.303 eV. The energy relative to the best compared isomer or geometry (same formula, charge and spin) comes out at 1093.7 kJ/mol.

Entry 6:
This record from OMol25 describes a molecular structure, C4H3FGaO5. The level of theory is ωB97M-V/def2-TZVPD.

XYZ file:
```
14
Properties=species:S:1:pos:R:3:forces:R:3
C -1.3232 -0.3465 -0.3273 -0.9 -0.5 1.0
C -0.3955 -1.1194 0.6159 -1.2 0.2 0.7
F -2.4625 -0.0060 0.3601 0.8 -0.1 -0.2
H -1.6214 -0.9359 -1.2029 0.2 0.2 0.2
H -0.2030 -0.5238 1.5166 0.0 -0.1 -0.1
H -0.9442 -2.0178 0.9251 0.3 0.1 0.0
O 0.7917 -1.5517 -0.0099 1.2 2.2 0.4
C 1.9326 -0.7513 -0.0820 1.5 -5.7 -3.0
O 2.8791 -1.3099 -0.6034 -2.1 3.5 2.1
O -0.0012 2.0191 0.8579 0.9 0.0 3.3
Ga 1.7351 1.2648 0.3801 -1.6 1.1 -0.1
O 0.5023 2.5497 -1.2099 0.0 0.1 0.3
O -0.6753 0.7649 -0.8334 -0.7 1.3 -2.2
C -0.2143 1.9638 -0.3868 1.5 -2.3 -2.4
```
Positions in Å, forces in eV/Å.

As for the net charge: +1. The value obtained for the HOMO energy is -15.911 eV.